Record 1
ORCA calculation (wB97M-V/def2-TZVPD) on C34H37BrN5O2PtSi2 as an isolated structure.

The HOMO energy is -4.661 eV. For the energy above the lowest of the compared OMol25 structures with the same formula, charge and spin, the calculation gives 41.04 kJ/mol. The calculation puts the energy at -136455.4078 eV. As for the maximum force: 0.0174 hartree/bohr. Its LUMO energy is 2.024 eV.

Geometry as ORCA input:
```
! RIJCOSX wB97M-V def2-TZVPD def2/J DEFGRID3
* xyz -1 1
Pt 0.88 0.42 -0.06
C 3.69 2.03 1.25
Si 3.06 1.05 -0.27
C 3.42 2.18 -1.76
C 4.28 -0.37 -0.48
C 5.64 -0.23 -0.74
C 6.46 -1.35 -0.87
C 5.91 -2.62 -0.73
C 4.55 -2.76 -0.48
C 3.71 -1.65 -0.35
Si 1.80 -1.71 -0.06
C 1.40 -2.59 -1.69
C 1.80 -2.44 1.70
H 3.66 3.10 1.04
H 4.73 1.77 1.47
H 3.09 1.83 2.14
H 4.42 2.62 -1.69
H 2.70 3.00 -1.81
H 3.37 1.61 -2.69
H 6.08 0.76 -0.85
H 7.52 -1.23 -1.07
H 6.54 -3.50 -0.83
H 4.14 -3.76 -0.39
H 1.85 -3.59 -1.77
H 1.87 -1.96 -2.45
H 0.33 -2.68 -1.91
H 1.62 -3.52 1.76
H 1.03 -1.94 2.28
H 2.78 -2.23 2.14
C -1.04 2.25 -2.33
C -0.90 2.86 -0.99
N -0.09 2.44 -0.05
C -0.34 3.22 1.06
C -1.33 4.11 0.78
N -1.66 3.88 -0.54
H -0.16 1.63 -2.52
H -1.13 3.01 -3.11
H -1.92 1.60 -2.36
H 0.20 3.07 1.98
H -1.82 4.85 1.38
H -2.45 4.26 -1.03
O -2.87 1.38 0.22
C -2.60 0.19 0.23
N -3.61 -0.77 0.29
C -3.06 -2.09 0.42
C -1.55 -1.75 0.31
O -0.70 -2.63 0.37
N -1.36 -0.42 0.19
C -3.42 -3.02 -0.74
C -3.03 -4.36 -0.69
C -3.29 -5.20 -1.75
C -3.95 -4.73 -2.88
C -4.33 -3.40 -2.94
C -4.06 -2.55 -1.87
C -3.40 -2.70 1.77
C -2.55 -2.57 2.86
C -2.92 -3.05 4.11
C -4.15 -3.67 4.29
C -5.01 -3.80 3.20
C -4.63 -3.32 1.96
H -4.52 -0.51 0.61
H -2.50 -4.72 0.18
H -2.98 -6.24 -1.70
H -4.15 -5.39 -3.71
H -4.83 -3.01 -3.82
H -4.34 -1.50 -1.92
H -1.58 -2.11 2.74
H -2.24 -2.95 4.95
H -4.44 -4.05 5.26
H -5.97 -4.29 3.33
H -5.30 -3.45 1.11
Br -0.75 7.40 -2.02
C 0.50 6.66 -0.81
C 0.77 7.29 0.39
C 1.68 6.69 1.24
C 2.26 5.49 0.85
N 2.00 4.90 -0.30
C 1.13 5.47 -1.12
H 0.28 8.22 0.65
H 1.93 7.14 2.19
H 2.96 4.99 1.51
H 0.93 4.96 -2.06
*
```

***

Record 2
ORCA calculation (wB97M-V/def2-TZVPD) on an isolated molecule of C2H7PSi at a distorted geometry.

As for the SMILES: [H]/P=C/C[SiH3]. The HOMO energy is -8.746 eV. For the energy above the lowest of the compared OMol25 structures with the same formula, charge and spin, the calculation gives 0.00 kJ/mol. The calculation puts the energy at -19351.3048 eV. As for the maximum force: 0.0549 hartree/bohr. Its LUMO energy is 0.219 eV.

Geometry as ORCA input:
```
! RIJCOSX wB97M-V def2-TZVPD def2/J DEFGRID3
* xyz 0 1
H 3.13 0.05 -0.87
P 2.40 0.22 0.29
C 1.02 -0.62 -0.33
C -0.24 -0.65 0.47
Si -1.44 0.71 -0.02
H 0.94 -0.88 -1.37
H 0.00 -0.41 1.60
H -0.85 -1.58 0.30
H -1.44 0.55 -1.54
H -0.98 1.92 0.63
H -2.53 0.70 0.82
*
```

***

Record 3
ORCA calculation (wB97M-V/def2-TZVPD) on an isolated molecule of C3H9N5 at a distorted geometry.

As for the SMILES: CC(=N/N)/N=C/NN. The HOMO energy is -8.124 eV. For the energy above the lowest of the compared OMol25 structures with the same formula, charge and spin, the calculation gives 336.74 kJ/mol. The calculation puts the energy at -10704.5581 eV. As for the maximum force: 0.0781 hartree/bohr. Its LUMO energy is 0.817 eV.

Geometry as ORCA input:
```
! RIJCOSX wB97M-V def2-TZVPD def2/J DEFGRID3
* xyz 0 1
C 1.81 -1.49 0.49
C 1.30 -0.16 -0.12
N 2.18 0.46 -0.86
N 1.73 1.62 -1.46
N -0.04 0.17 -0.06
C -1.04 -0.38 0.42
N -2.31 0.09 0.15
N -3.09 -0.32 1.29
H 2.82 -1.56 0.05
H 1.75 -1.41 1.56
H 1.12 -2.31 0.26
H 2.50 1.96 -2.02
H 0.93 1.49 -2.12
H -1.11 -1.31 0.99
H -2.32 1.12 0.17
H -4.10 -0.49 0.90
H -3.18 0.48 2.03
*
```

***

Record 4
ORCA calculation (wB97M-V/def2-TZVPD) on an isolated molecule of CH3N2OP at a distorted geometry.

As for the SMILES: C1N=NPO1. The HOMO energy is -8.734 eV. For the energy above the lowest of the compared OMol25 structures with the same formula, charge and spin, the calculation gives 260.94 kJ/mol. The calculation puts the energy at -15399.5446 eV. As for the maximum force: 0.0775 hartree/bohr. Its LUMO energy is 0.459 eV.

Geometry as ORCA input:
```
! RIJCOSX wB97M-V def2-TZVPD def2/J DEFGRID3
* xyz 0 1
C -0.75 -0.02 -0.39
N -0.26 1.23 -0.04
N 0.87 1.37 0.23
P 1.74 -0.57 0.19
O 0.26 -1.01 -0.42
H -1.62 -0.23 0.29
H -1.48 0.03 -1.27
H 1.24 -0.79 1.41
*
```

***

Record 5
ORCA calculation (wB97M-V/def2-TZVPD) on an isolated molecule of C4H5NO at a distorted geometry.

As for the SMILES: N#CCCC=O. The HOMO energy is -10.590 eV. For the energy above the lowest of the compared OMol25 structures with the same formula, charge and spin, the calculation gives 62.07 kJ/mol. The calculation puts the energy at -7765.8831 eV. As for the maximum force: 0.0217 hartree/bohr. Its LUMO energy is 0.688 eV.

Geometry as ORCA input:
```
! RIJCOSX wB97M-V def2-TZVPD def2/J DEFGRID3
* xyz 0 1
N -1.07 1.56 2.50
C -0.53 0.81 1.80
C 0.13 -0.14 0.91
C 0.23 0.36 -0.54
C 0.02 -0.76 -1.54
O -0.26 -1.89 -1.24
H 1.12 -0.37 1.31
H -0.44 -1.08 0.92
H -0.53 1.13 -0.75
H 1.19 0.83 -0.74
H 0.13 -0.46 -2.60
*
```

***

Record 6
ORCA calculation (wB97M-V/def2-TZVPD) on C6H12NO as an isolated structure at a distorted geometry.

The HOMO energy is -2.046 eV. For the energy above the lowest of the compared OMol25 structures with the same formula, charge and spin, the calculation gives 331.99 kJ/mol. The calculation puts the energy at -9949.9052 eV. As for the maximum force: 0.0902 hartree/bohr. Its LUMO energy is 3.807 eV.

Geometry as ORCA input:
```
! RIJCOSX wB97M-V def2-TZVPD def2/J DEFGRID3
* xyz -1 1
C -2.67 -0.26 -0.15
O -3.63 0.09 0.60
C -1.34 0.32 -0.23
C -0.43 -0.62 -1.06
C 1.00 -0.21 -0.84
C 2.00 -0.39 -1.80
C 2.50 -0.25 1.05
N 1.27 0.05 0.45
H -2.98 -0.96 -0.96
H -2.52 2.57 2.81
H -0.91 0.87 0.62
H -2.25 0.76 -0.88
H -0.40 -1.59 -0.52
H -0.75 -0.71 -2.11
H 3.07 -0.43 -1.46
H 1.54 -0.53 -2.81
H 3.17 0.61 1.21
H 2.34 -0.52 2.13
H 3.11 -1.08 0.60
H -2.11 2.30 3.35
*
```

***

Record 7
ORCA calculation (wB97M-V/def2-TZVPD) on an isolated molecule of C4H4N2S2 at a distorted geometry.

As for the SMILES: N#CC(S)(C#N)CS. The HOMO energy is -10.070 eV. For the energy above the lowest of the compared OMol25 structures with the same formula, charge and spin, the calculation gives 141.83 kJ/mol. The calculation puts the energy at -28862.0691 eV. As for the maximum force: 0.0230 hartree/bohr. Its LUMO energy is 0.172 eV.

Geometry as ORCA input:
```
! RIJCOSX wB97M-V def2-TZVPD def2/J DEFGRID3
* xyz 0 1
N 0.10 -2.13 1.65
C 0.24 -1.18 1.02
C 0.47 0.00 0.19
S 2.14 -0.20 -0.57
C 0.49 1.20 1.03
N 0.49 2.15 1.66
C -0.63 0.07 -0.87
S -2.32 0.15 -0.19
H 2.32 0.98 -1.17
H -0.47 -0.85 -1.48
H -0.47 0.94 -1.53
H -2.34 -1.13 0.27
*
```

***

Record 8
ORCA calculation (wB97M-V/def2-TZVPD) on a 13-piece molecular cluster, C27H61BrF5NO18S overall at a distorted geometry.

The HOMO energy is -9.589 eV. The calculation puts the energy at -161775.8064 eV. As for the maximum force: 0.2276 hartree/bohr. Its LUMO energy is -2.898 eV.

Geometry as ORCA input:
```
! RIJCOSX wB97M-V def2-TZVPD def2/J DEFGRID3
* xyz 0 1
C 2.84 -0.88 2.61
C 2.50 -1.49 1.10
C 2.29 -0.34 -0.05
O 1.92 0.91 0.62
C 0.48 1.18 0.59
C 0.05 2.62 0.78
C 1.23 3.76 1.00
C 1.80 3.51 2.55
C 3.44 3.30 2.59
Br 1.13 4.93 3.83
C -1.55 3.05 0.81
O -1.95 4.13 1.54
C -2.59 2.07 -0.03
N -3.89 2.67 -0.53
C -3.59 3.28 -1.74
O -3.36 3.46 -3.06
C -2.16 0.64 -0.23
S -3.28 -0.53 -1.17
O -2.43 -1.64 -1.89
O -4.16 0.13 -2.25
C -4.37 -1.42 0.09
F -5.38 -2.25 -0.64
F -3.55 -2.32 0.97
C -5.20 -0.42 1.09
F -4.33 0.24 2.12
F -6.01 0.61 0.40
F -6.18 -1.30 1.84
C -0.73 0.08 0.42
O -0.70 -1.20 0.78
H 2.85 -1.79 3.37
H 2.04 -0.13 3.01
H 3.94 -0.43 2.59
H 3.47 -2.10 0.79
H 1.63 -2.31 1.13
H 3.37 -0.16 -0.53
H 1.59 -0.65 -0.94
H 2.10 3.66 0.20
H 0.72 4.81 0.95
H 1.34 2.48 2.96
H 3.99 3.97 1.80
H 3.63 2.15 2.39
H 3.76 3.50 3.70
C -0.40 -4.10 -1.48
O 0.96 -4.49 -1.44
H -0.73 -3.82 -0.47
H -0.52 -3.24 -2.15
H -1.01 -4.93 -1.84
H 1.21 -4.73 -2.34
C -6.66 -1.62 -3.83
O -7.13 -1.12 -2.59
H -7.19 -1.11 -4.64
H -5.59 -1.43 -3.92
H -6.86 -2.69 -3.89
H -6.65 -1.59 -1.89
C 0.36 -5.43 1.93
O 1.56 -4.77 1.57
H -0.34 -4.69 2.34
H -0.08 -5.90 1.05
H 0.58 -6.18 2.69
H 2.16 -5.45 1.21
C 0.74 -7.80 -3.41
O 1.45 -6.67 -3.88
H -0.08 -7.47 -2.78
H 0.34 -8.36 -4.26
H 1.42 -8.44 -2.83
H 2.17 -7.00 -4.44
C 0.10 8.62 4.62
O 0.54 7.43 5.26
H 0.68 8.76 3.70
H -0.96 8.53 4.37
H 0.26 9.47 5.28
H 0.01 7.33 6.07
C 1.29 -8.67 -7.55
O 2.13 -8.19 -6.51
H 0.26 -8.38 -7.33
H 1.60 -8.23 -8.50
H 1.35 -9.76 -7.59
H 3.03 -8.47 -6.73
C -3.81 7.50 6.11
O -2.45 7.11 6.15
H -4.14 7.77 7.12
H -3.93 8.35 5.44
H -4.42 6.66 5.75
H -2.20 6.87 5.25
C 1.59 -11.66 -10.34
O 2.43 -11.19 -9.31
H 0.56 -11.37 -10.13
H 1.90 -11.23 -11.30
H 1.65 -12.75 -10.39
H 3.33 -11.46 -9.52
C -7.51 7.30 7.46
O -6.69 6.15 7.43
H -7.22 7.96 6.64
H -8.56 7.01 7.33
H -7.38 7.82 8.41
H -6.98 5.58 8.17
C 4.74 -9.74 -11.77
O 5.42 -10.98 -11.72
H 3.67 -9.92 -11.81
H 4.98 -9.15 -10.88
H 5.05 -9.19 -12.67
H 6.38 -10.78 -11.69
C 3.70 8.96 7.11
O 3.66 7.62 6.63
H 4.74 9.28 7.16
H 3.15 9.61 6.42
H 3.26 9.00 8.11
H 2.72 7.36 6.60
C 6.18 11.34 4.81
O 5.10 10.57 4.30
H 6.36 12.18 4.14
H 5.94 11.70 5.81
H 7.08 10.71 4.85
H 4.97 9.83 4.92
*
```

***

Repeat the fifth record exactly.
ORCA calculation (wB97M-V/def2-TZVPD) on an isolated molecule of C4H5NO at a distorted geometry.

As for the SMILES: N#CCCC=O. The HOMO energy is -10.590 eV. For the energy above the lowest of the compared OMol25 structures with the same formula, charge and spin, the calculation gives 62.07 kJ/mol. The calculation puts the energy at -7765.8831 eV. As for the maximum force: 0.0217 hartree/bohr. Its LUMO energy is 0.688 eV.

Geometry as ORCA input:
```
! RIJCOSX wB97M-V def2-TZVPD def2/J DEFGRID3
* xyz 0 1
N -1.07 1.56 2.50
C -0.53 0.81 1.80
C 0.13 -0.14 0.91
C 0.23 0.36 -0.54
C 0.02 -0.76 -1.54
O -0.26 -1.89 -1.24
H 1.12 -0.37 1.31
H -0.44 -1.08 0.92
H -0.53 1.13 -0.75
H 1.19 0.83 -0.74
H 0.13 -0.46 -2.60
*
```

***

Q: Which of these has the lowest maximum force?
A: C34H37BrN5O2PtSi2

***

Q: Which value of energy does entry 2 give?
A: -19351.3048 eV